Here is a structure of composition C37H44CoN5O2Se from the OMol25 dataset. Energies are from the ωB97M-V functional and the def2-TZVPD basis.

ORCA input file:
```
! RIJCOSX wB97M-V def2-TZVPD def2/J DEFGRID3
* xyz 0 5
Co 0.09177 0.16495 0.16466
C -0.27332 -3.80525 5.02426
C 0.26384 -2.34959 4.97237
C 0.76784 -1.91427 3.66326
C 1.94110 -2.21684 3.00455
C 3.02181 -3.15074 3.43929
C 3.36108 -4.27803 2.50437
C 1.92952 -1.60615 1.70899
N 0.66877 -1.00594 1.51477
C -0.07079 -1.24029 2.68407
C -1.43040 -1.01087 2.80500
C -2.15641 -0.90441 1.60638
C -3.52787 -1.31563 1.39396
C -4.30644 -2.16957 2.35453
C -3.44227 -3.15975 3.16200
C -3.83227 -0.90204 0.09776
C -2.75478 -0.16091 -0.41683
C -2.75365 0.64331 -1.51441
C -1.69923 1.56647 -1.63442
N -0.36850 1.31331 -1.29929
C 0.33741 2.50667 -1.57230
C 1.74950 2.61714 -1.48144
C 2.44962 1.46678 -1.06372
N 1.86332 0.37171 -0.32526
C 2.98613 -0.43962 -0.14257
C 3.00872 -1.46467 0.85490
C 4.11859 -0.07023 -0.96522
C 3.72592 1.10320 -1.51236
C 4.58308 1.93889 -2.46021
C 4.20427 1.77232 -3.88281
C 5.29923 -0.94519 -1.27469
C 4.92904 -2.37298 -1.72772
C -0.58752 3.46286 -2.13976
C -1.84301 2.86012 -2.17240
C -3.15203 3.40913 -2.61365
C -3.60478 3.08639 -4.01633
C -0.23098 4.75445 -2.76412
C 1.03451 4.76238 -3.65476
N -1.65573 -0.24069 0.50331
C -5.12879 -0.98478 -0.64349
C -5.17418 -1.66992 -2.00321
H 0.21080 -4.33321 5.81706
H -0.07064 -4.38280 4.10090
H -1.33447 -3.73861 5.23530
H 1.04589 -2.26078 5.73502
H -0.57073 -1.70764 5.27996
H 2.80064 -3.42738 4.51251
H 4.01616 -2.56611 3.56835
H 2.97750 -5.22276 2.78237
H 4.40940 -4.51777 2.35616
H 3.00390 -4.01399 1.47784
H -1.86578 -1.08728 3.76636
H -5.11067 -2.78046 1.89809
H -4.85881 -1.51903 3.04295
H -2.67927 -3.66403 2.51777
H -4.04463 -3.95465 3.52167
H -2.97005 -2.68736 4.05490
H -3.55180 0.65235 -2.28019
H 2.28691 3.53190 -1.66227
H 3.85402 -2.14099 0.91996
H 5.62803 1.69451 -2.31640
H 4.39507 2.99471 -2.06833
H 4.56591 0.81831 -4.29215
H 4.63898 2.56151 -4.52917
H 3.11091 1.75587 -3.97485
H 6.06561 -0.99340 -0.47339
H 5.77728 -0.44224 -2.15100
H 4.17883 -2.86248 -1.09907
H 5.80195 -3.04145 -1.75720
H 4.59210 -2.37904 -2.76857
H -3.30881 4.51658 -2.40403
H -3.89232 2.91042 -1.94229
H -4.67787 2.89642 -4.11288
H -2.96311 2.36590 -4.53981
H -3.49033 3.95414 -4.66184
H -0.16816 5.56713 -1.99477
H -1.10119 4.99627 -3.38939
H 1.05177 3.96761 -4.38021
H 1.91552 4.67799 -3.06159
H 1.14009 5.73945 -4.16426
H -5.59553 0.04024 -0.77589
H -5.87281 -1.40659 0.01510
H -5.40136 -0.93736 -2.80804
H -6.03160 -2.37170 -1.95466
H -4.24941 -2.18788 -2.21992
O 3.31912 4.91119 1.28579
O 4.11617 4.03141 0.91909
Se -4.64313 1.31415 2.05633
C -5.24219 2.67953 3.07440
N -5.55002 3.62769 3.66682
*
```

Values from the calculation:
Molar mass = 728.7 g/mol
HOMO-LUMO gap (spin up / spin down) = 0.20825 / 0.13601 Eh
Max |F| = 4.8 eV/Å
HOMO level (spin up / spin down) = -6.752 / -6.598 eV
Energy relative to the best compared isomer or geometry (same formula, charge and spin) = 41.15 kcal per mole